Formula: C33H28FN2O12S3
Source: the Open Molecules 2025 dataset
Level of theory: wB97M-V/def2-TZVPD

Results
highest occupied orbital energy = -6.31 eV
orbital gap = 0.244 Eh
E_LUMO = 0.33 eV

Structure (ORCA input):
```
! RIJCOSX wB97M-V def2-TZVPD def2/J DEFGRID3
* xyz -1 1
C -0.140 -0.251 0.632
C 0.099 -1.200 1.820
O -0.094 -2.565 1.401
C 1.533 -1.058 2.343
N 1.730 0.160 3.109
C 2.331 0.034 4.433
C 3.585 0.897 4.645
O 4.804 0.170 4.889
S 5.448 -0.856 3.835
O 6.866 -0.747 4.052
O 4.794 -2.126 4.043
N 4.979 -0.356 2.362
S 5.457 0.990 1.746
O 6.501 1.733 2.395
O 4.363 1.735 1.141
S 6.343 0.176 -0.078
O 5.486 -0.845 -0.620
O 7.759 -0.035 0.037
F 6.161 1.457 -1.012
H -0.959 0.449 0.818
H 0.742 0.354 0.415
H -0.391 -0.834 -0.255
H -0.607 -0.976 2.620
H 0.735 -2.814 0.993
H 2.193 -1.037 1.460
H 1.810 -1.946 2.916
H 2.219 0.847 2.559
H 2.568 -1.009 4.657
H 1.598 0.356 5.184
H 3.728 1.605 3.829
H 3.475 1.490 5.554
C -4.694 -3.582 0.367
C -6.033 -3.669 0.002
C -6.985 -2.904 0.655
C -6.602 -2.055 1.686
C -5.260 -1.982 2.064
C -4.305 -2.739 1.395
C -4.822 -1.117 3.195
O -3.658 -1.060 3.524
C -5.869 -0.335 3.916
C -5.495 0.447 5.002
C -6.448 1.189 5.678
C -7.777 1.159 5.268
C -8.155 0.379 4.189
C -7.204 -0.376 3.512
C -7.639 -1.230 2.368
O -8.799 -1.253 2.012
H -3.950 -4.172 -0.151
H -6.333 -4.333 -0.798
H -8.028 -2.957 0.376
H -3.266 -2.666 1.687
H -4.458 0.463 5.306
H -6.157 1.795 6.526
H -8.519 1.745 5.795
H -9.185 0.344 3.861
C 1.161 0.327 -9.196
C 1.073 1.708 -9.344
C 1.428 2.542 -8.298
C 1.865 2.001 -7.095
C 1.937 0.617 -6.942
C 1.591 -0.217 -7.998
C 2.369 0.005 -5.647
O 2.435 -1.201 -5.530
C 2.703 0.922 -4.525
C 3.062 0.383 -3.295
C 3.387 1.220 -2.242
C 3.361 2.599 -2.411
C 3.002 3.144 -3.633
C 2.665 2.311 -4.693
C 2.257 2.921 -5.985
O 2.236 4.124 -6.147
H 0.889 -0.324 -10.017
H 0.728 2.132 -10.279
H 1.370 3.617 -8.399
H 1.662 -1.287 -7.866
H 3.085 -0.691 -3.172
H 3.655 0.802 -1.283
H 3.624 3.243 -1.582
H 2.976 4.216 -3.777
*
```

Here are the Mulliken charges for atoms 1 to 5, given in e: atom 1 (C): -1.207, atom 2 (C): 0.761, atom 3 (O): -0.580, atom 4 (C): -1.145, atom 5 (N): -0.260

Formula: C4H3ClO
Source: the Open Molecules 2025 dataset
Level of theory: wB97M-V/def2-TZVPD

Results
SMILES string = C=CC1=C(Cl)O1
highest occupied orbital energy (alpha / beta) = -8.60 / -8.60 eV
energy relative to the best compared isomer or geometry (same formula, charge and spin) = 5.830 eV
orbital gap (alpha / beta) = 0.313 / 0.313 Eh
E_LUMO (alpha / beta) = -0.10 / -0.10 eV

Structure (ORCA input):
```
! RIJCOSX wB97M-V def2-TZVPD def2/J DEFGRID3
* xyz 0 1
C -1.456 -0.714 0.010
C -0.906 0.465 0.031
C 0.768 0.621 -0.811
C 1.863 0.167 -0.067
Cl 2.945 -0.925 0.430
O 1.888 1.461 0.094
H -2.612 -0.656 0.299
H -1.102 -1.696 -0.446
H -1.387 1.277 0.460
*
```

Here are the Mulliken charges for atoms 1 to 5, given in e: atom 1 (C): -0.473, atom 2 (C): -0.173, atom 3 (C): -0.361, atom 4 (C): 0.631, atom 5 (Cl): -0.100

Formula: C7H11N
Source: the Open Molecules 2025 dataset
Level of theory: wB97M-V/def2-TZVPD

Results
highest occupied orbital energy = -7.16 eV
energy relative to the best compared isomer or geometry (same formula, charge and spin) = 4.513 eV
orbital gap = 0.297 Eh
E_LUMO = 0.93 eV

Structure (ORCA input):
```
! RIJCOSX wB97M-V def2-TZVPD def2/J DEFGRID3
* xyz 0 1
C -1.674 -0.717 -0.547
C -1.318 -0.830 0.886
C 2.220 0.411 0.139
C -0.555 1.614 0.992
C 0.648 -0.910 -1.304
C 0.863 -0.118 -0.248
C -0.356 0.229 0.448
N 0.963 -1.365 -2.408
H 0.360 -2.055 -2.850
H -2.392 0.029 -0.857
H -1.674 -1.600 -1.166
H -0.864 -1.774 1.178
H -2.054 -0.489 1.613
H 2.193 1.498 0.244
H 2.956 0.176 -0.629
H 2.564 -0.008 1.089
H -0.347 1.639 2.067
H 0.065 2.357 0.492
H -1.598 1.913 0.862
*
```

Here are the Mulliken charges for atoms 1 to 5, given in e: atom 1 (C): -0.918, atom 2 (C): -0.410, atom 3 (C): -1.314, atom 4 (C): -1.427, atom 5 (C): 0.479

Formula: C15H26Cl2MoO2Si
Source: the Open Molecules 2025 dataset
Level of theory: wB97M-V/def2-TZVPD

Results
highest occupied orbital energy (alpha / beta) = 1.14 / 0.78 eV
<S²> = 2.082
energy relative to the best compared isomer or geometry (same formula, charge and spin) = 0.219 eV
orbital gap (alpha / beta) = 0.147 / 0.160 Eh
E_LUMO (alpha / beta) = 5.14 / 5.13 eV

Structure (ORCA input):
```
! RIJCOSX wB97M-V def2-TZVPD def2/J DEFGRID3
* xyz -2 3
C -0.284 0.379 -2.629
C -1.473 -0.444 -2.639
C -1.118 -1.762 -2.234
C -2.813 0.050 -2.958
C 0.336 -1.786 -2.099
C 0.839 -0.473 -2.348
C 2.290 -0.155 -2.624
C -0.170 1.788 -3.122
C -1.983 -2.916 -1.939
C 1.154 -3.005 -1.956
Mo -0.632 -0.410 -0.500
Cl -3.685 -1.019 0.101
Cl -1.778 1.612 -0.120
O -0.103 -1.886 0.667
H -2.804 1.136 -3.030
H -3.451 -0.261 -2.119
H -3.211 -0.321 -3.906
H -2.880 -2.603 -1.401
H -1.468 -3.569 -1.233
H -2.294 -3.479 -2.815
H 0.742 -3.696 -1.214
H 2.181 -2.749 -1.675
H 1.168 -3.535 -2.911
H 2.953 -0.697 -1.925
H 2.502 0.929 -2.578
H 2.583 -0.472 -3.646
H -0.970 2.410 -2.706
H -0.259 1.820 -4.219
H 0.801 2.259 -2.867
H 0.342 -1.551 1.468
O 2.197 1.506 0.482
H 2.360 1.428 -0.488
C 1.717 0.218 4.902
Si 0.603 1.284 3.848
C -1.171 1.229 4.485
C 1.144 3.089 3.902
C 0.645 0.690 2.075
C 1.081 0.818 0.855
H 1.768 0.675 5.904
H 2.716 0.157 4.443
H 1.309 -0.803 4.964
H -1.166 1.614 5.512
H -1.923 1.817 3.934
H -1.600 0.221 4.559
H 2.103 3.274 3.384
H 0.412 3.795 3.465
H 1.293 3.398 4.950
*
```

Here are the Mulliken charges for atoms 1 to 5, given in e: atom 1 (C): 0.424, atom 2 (C): 1.075, atom 3 (C): 1.008, atom 4 (C): -1.429, atom 5 (C): 0.421

Formula: C25H42CrF5N5S
Source: the Open Molecules 2025 dataset
Level of theory: wB97M-V/def2-TZVPD

Results
highest occupied orbital energy (alpha / beta) = -11.06 / -11.05 eV
<S²> = 3.870
energy relative to the best compared isomer or geometry (same formula, charge and spin) = 1.233 eV
orbital gap (alpha / beta) = 0.279 / 0.311 Eh
E_LUMO (alpha / beta) = -3.46 / -2.58 eV

Structure (ORCA input):
```
! RIJCOSX wB97M-V def2-TZVPD def2/J DEFGRID3
* xyz 1 4
Cr -0.086 0.328 -0.295
C -1.293 -1.111 0.843
C -0.417 -2.019 0.160
C 0.913 -1.685 0.555
C 0.789 -0.583 1.489
C -0.572 -0.328 1.767
C -1.173 0.347 2.994
C -1.774 -0.806 3.820
C -2.295 1.342 2.682
C -0.088 1.026 3.828
C 2.275 -2.356 0.291
C 2.191 -3.849 0.640
C 3.333 -1.741 1.216
C 2.787 -2.215 -1.153
C -1.058 -3.183 -0.618
C -1.210 -4.357 0.373
C -2.485 -2.791 -1.042
C -0.327 -3.657 -1.873
H -2.369 -1.175 0.820
H 1.604 -0.173 2.063
H -2.677 -1.200 3.348
H -2.043 -0.443 4.813
H -1.064 -1.628 3.938
H -2.945 0.983 1.880
H -1.908 2.319 2.400
H -2.914 1.475 3.571
H 0.666 0.314 4.171
H -0.541 1.478 4.712
H 0.413 1.822 3.274
H 1.752 -4.012 1.627
H 3.205 -4.254 0.654
H 1.627 -4.420 -0.090
H 3.063 -1.832 2.270
H 3.518 -0.689 0.985
H 4.272 -2.275 1.069
H 2.062 -2.540 -1.892
H 3.685 -2.828 -1.261
H 3.050 -1.186 -1.384
H -1.606 -4.015 1.333
H -0.280 -4.885 0.557
H -1.924 -5.069 -0.045
H -3.172 -2.768 -0.193
H -2.860 -3.544 -1.736
H -2.516 -1.829 -1.552
H 0.718 -3.884 -1.700
H -0.389 -2.923 -2.673
H -0.807 -4.574 -2.220
N 0.569 3.221 -2.386
N 1.909 3.035 -2.730
C 2.679 2.176 -2.083
N 3.944 2.062 -2.514
S 2.253 1.203 -0.736
H 0.020 2.517 -2.888
H 0.311 4.168 -2.630
H 2.231 3.367 -3.630
H 4.296 2.580 -3.301
H 4.544 1.388 -2.073
F 0.572 -0.637 -2.840
C -0.196 0.442 -3.269
F -1.145 0.547 -2.031
C -1.140 -0.156 -4.306
F -1.936 -1.158 -3.875
F -0.406 -0.643 -5.310
F -1.951 0.797 -4.784
C 0.420 5.385 1.680
C -0.333 4.297 0.992
C -1.565 4.281 0.372
C -1.733 2.987 -0.130
N -0.663 2.246 0.172
N 0.165 3.061 0.865
C -2.927 2.445 -0.844
H -0.268 6.144 2.043
H 1.121 5.863 0.994
H 0.986 5.002 2.529
H -2.263 5.099 0.294
H 1.094 2.745 1.095
H -3.817 2.987 -0.527
H -3.078 1.387 -0.641
H -2.825 2.557 -1.924
*
```

Here are the Mulliken charges for atoms 1 to 5, given in e: atom 1 (Cr): 1.099, atom 2 (C): -0.679, atom 3 (C): 0.206, atom 4 (C): 0.753, atom 5 (C): -0.216

Formula: C18H30NO5P2STm
Source: the Open Molecules 2025 dataset
Level of theory: wB97M-V/def2-TZVPD

Results
highest occupied orbital energy (alpha / beta) = -14.02 / -14.02 eV
<S²> = 2.002
orbital gap (alpha / beta) = 0.296 / 0.297 Eh
E_LUMO (alpha / beta) = -5.95 / -5.93 eV

Structure (ORCA input):
```
! RIJCOSX wB97M-V def2-TZVPD def2/J DEFGRID3
* xyz 2 3
Tm 0.363 0.296 -0.577
P -0.113 2.913 0.222
C 1.507 3.429 -0.540
C 2.690 2.554 -0.133
N 2.517 1.206 -0.098
C 3.568 0.409 0.239
C 4.785 0.930 0.651
C 4.955 2.306 0.648
C 3.906 3.118 0.230
C 3.391 -1.102 0.189
P 2.217 -1.679 -1.110
H 3.998 4.203 0.209
H 5.572 0.238 0.957
H 5.902 2.738 0.961
H 4.362 -1.573 -0.047
H 3.051 -1.486 1.177
H 1.337 3.355 -1.649
H 1.694 4.478 -0.272
H 0.220 0.360 -3.270
O 0.460 1.164 -2.616
H 1.268 1.589 -2.966
H -0.438 -1.538 -3.000
O 0.019 -1.020 -3.709
H -0.269 -1.358 -4.577
C 3.312 -1.863 -2.550
H 4.007 -2.698 -2.387
H 2.685 -2.080 -3.424
H 3.879 -0.945 -2.738
C 2.003 -3.419 -0.643
H 1.113 -3.787 -1.171
H 2.887 -3.989 -0.964
H 1.834 -3.521 0.436
C 0.121 3.393 1.956
H 0.005 4.479 2.076
H -0.644 2.880 2.555
H 1.109 3.078 2.309
C -1.243 4.206 -0.384
H -2.278 3.889 -0.198
H -1.076 5.161 0.135
H -1.126 4.356 -1.467
C -6.883 -2.340 2.292
C -5.491 -2.040 1.828
C -4.514 -1.646 2.752
C -3.192 -1.460 2.355
C -2.844 -1.698 1.017
C -3.825 -1.986 0.059
C -5.137 -2.164 0.482
S -1.138 -1.808 0.587
O -0.466 -0.611 1.257
O -0.618 -3.093 0.950
O -1.028 -1.427 -0.907
H -6.859 -3.130 3.050
H -7.359 -1.462 2.744
H -7.499 -2.676 1.453
H -4.797 -1.492 3.795
H -2.439 -1.149 3.075
H -3.556 -2.080 -0.991
H -5.907 -2.406 -0.255
*
```

Here are the Mulliken charges for atoms 1 to 5, given in e: atom 1 (Tm): 0.609, atom 2 (P): 0.842, atom 3 (C): -1.251, atom 4 (C): 0.840, atom 5 (N): 0.276

Formula: C3H2NO3
Source: the Open Molecules 2025 dataset
Level of theory: wB97M-V/def2-TZVPD

Results
highest occupied orbital energy = -2.99 eV
energy relative to the best compared isomer or geometry (same formula, charge and spin) = 2.927 eV
orbital gap = 0.252 Eh
E_LUMO = 3.87 eV

Structure (ORCA input):
```
! RIJCOSX wB97M-V def2-TZVPD def2/J DEFGRID3
* xyz -1 1
C -1.030 -0.558 0.203
C 1.788 -0.104 -0.105
C -0.465 0.530 0.836
N -1.153 0.567 -0.626
O 1.591 0.068 -1.243
O -1.312 -1.754 0.054
O 2.250 -0.309 0.940
H -1.126 1.113 1.412
H -0.544 0.446 -1.472
*
```

Here are the Mulliken charges for atoms 1 to 5, given in e: atom 1 (C): 0.703, atom 2 (C): 0.691, atom 3 (C): -0.767, atom 4 (N): -0.643, atom 5 (O): -0.459

Formula: C9H11Cl2N3
Source: the Open Molecules 2025 dataset
Level of theory: wB97M-V/def2-TZVPD

Results
highest occupied orbital energy = -7.67 eV
energy relative to the best compared isomer or geometry (same formula, charge and spin) = 0.000 eV
orbital gap = 0.278 Eh
E_LUMO = -0.10 eV

Structure (ORCA input):
```
! RIJCOSX wB97M-V def2-TZVPD def2/J DEFGRID3
* xyz 0 1
C -2.135 1.507 -0.031
C -3.129 0.586 -0.080
C -0.789 1.047 0.087
C -1.862 -1.330 0.114
C 0.941 -0.529 0.288
C -0.358 -0.272 -0.462
C 2.108 -1.030 -0.554
C -0.406 -0.421 -1.964
C 2.132 0.992 1.934
N -2.973 -0.751 0.159
N 0.138 1.592 0.813
N 1.204 0.801 0.858
Cl -4.776 1.060 -0.253
Cl -1.561 -2.898 0.604
H -2.353 2.560 0.030
H 0.782 -1.242 1.115
H 1.857 -1.993 -0.989
H 2.988 -1.160 0.072
H 2.350 -0.330 -1.349
H 0.345 0.212 -2.434
H -1.382 -0.111 -2.329
H -0.233 -1.452 -2.261
H 2.123 2.048 2.195
H 1.857 0.407 2.822
H 3.133 0.707 1.615
*
```

Here are the Mulliken charges for atoms 1 to 5, given in e: atom 1 (C): -0.777, atom 2 (C): 0.299, atom 3 (C): 0.387, atom 4 (C): 0.407, atom 5 (C): 0.216